Entry 1:
{"formula": "C35H35MnN3O2PSe2", "method": "ωB97M-V/def2-TZVPD", "elements": ["Mn", "C", "N", "C", "C", "C", "C", "C", "C", "C", "N", "C", "C", "C", "C", "C", "C", "N", "C", "C", "H", "H", "H", "H", "H", "H", "H", "H", "H", "H", "H", "H", "H", "H", "H", "H", "H", "H", "H", "H", "Se", "P", "Se", "C", "C", "C", "C", "C", "C", "C", "C", "C", "C", "C", "C", "H", "H", "H", "H", "H", "H", "H", "H", "H", "H", "O", "C", "O", "C", "C", "C", "C", "C", "C", "H", "H", "H", "H", "H"], "xyz": [[-0.036890, -0.843489, 0.516630], [1.881586, -3.618384, 0.101714], [0.723127, -3.282732, 0.937969], [1.060462, -3.528899, 2.340436], [-0.452299, -4.024282, 0.527528], [-0.518777, -5.397661, 0.692109], [-1.645490, -6.121579, 0.327811], [-2.729293, -5.436001, -0.200666], [-2.681606, -4.065446, -0.379143], [-1.537075, -3.318658, -0.040613], [-1.470517, -1.954945, -0.154173], [-2.347251, -1.201887, -0.934239], [-2.833270, -1.596089, -2.185607], [-3.637917, -0.751569, -2.929669], [-3.968594, 0.513307, -2.459465], [-3.472044, 0.931256, -1.234243], [-2.672991, 0.090213, -0.477499], [-2.116844, 0.484265, 0.792634], [-3.107346, 0.868012, 1.781666], [-1.048448, 1.478915, 0.682062], [2.216391, -4.649794, 0.286151], [1.622439, -3.502631, -0.946799], [2.695622, -2.928749, 0.326047], [1.431137, -4.550523, 2.501123], [1.850158, -2.837344, 2.641075], [0.186881, -3.364505, 2.965949], [0.331455, -5.917498, 1.118375], [-1.677452, -7.195082, 0.461703], [-3.630856, -5.973259, -0.471287], [-3.545649, -3.544554, -0.766859], [-2.538469, -2.560003, -2.578031], [-3.991560, -1.073140, -3.902100], [-4.587110, 1.177340, -3.049729], [-3.698019, 1.927458, -0.870918], [-3.563082, 1.846014, 1.569530], [-3.893125, 0.114343, 1.816151], [-2.627844, 0.915415, 2.761070], [-1.343712, 2.392285, 0.151526], [-0.688212, 1.757329, 1.672326], [-0.210924, 1.040230, 0.113501], [0.927451, -0.802515, -1.631929], [1.808679, 1.976112, -1.111560], [2.505037, 3.028301, 0.634730], [2.984851, 2.219994, -2.509643], [4.032033, 3.131535, -2.438186], [4.877052, 3.317006, -3.524859], [4.685111, 2.591928, -4.692048], [3.648610, 1.670631, -4.764852], [2.806741, 1.480625, -3.679171], [0.361254, 2.905758, -1.803544], [-0.537839, 2.259095, -2.651367], [-1.638002, 2.935738, -3.161644], [-1.857431, 4.265130, -2.830999], [-0.970528, 4.913062, -1.980666], [0.127066, 4.236547, -1.466724], [4.179432, 3.686100, -1.519017], [5.687943, 4.032708, -3.456549], [5.342959, 2.737173, -5.540683], [3.498940, 1.091784, -5.668451], [2.011617, 0.745904, -3.725435], [-0.393326, 1.210144, -2.881082], [-2.334108, 2.410058, -3.804335], [-2.718412, 4.790280, -3.227683], [-1.135708, 5.949648, -1.710537], [0.807422, 4.731539, -0.784102], [1.455814, -0.227959, 1.663507], [0.709375, -0.396833, 2.676588], [-0.398787, -0.985489, 2.537772], [1.145061, 0.132978, 3.995283], [0.427027, -0.183893, 5.143313], [0.843362, 0.304782, 6.371159], [1.970583, 1.114965, 6.445593], [2.677247, 1.440730, 5.295413], [2.267822, 0.949265, 4.064803], [-0.449724, -0.812178, 5.052941], [0.291463, 0.058994, 7.269575], [2.296014, 1.498423, 7.404961], [3.545536, 2.084079, 5.356040], [2.785771, 1.210171, 3.149341]], "forces_ev_per_angstrom": [[-0.16, -2.28, -0.38], [-0.01, 0.03, 0.00], [-0.04, -0.09, -0.05], [-0.01, 0.03, 0.02], [-0.03, 0.04, -0.02], [-0.04, -0.01, -0.02], [0.02, -0.05, 0.01], [-0.01, 0.03, 0.00], [0.02, -0.01, 0.01], [0.04, -0.01, 0.03], [-0.28, 0.15, -0.23], [-0.08, -0.02, 0.03], [0.03, 0.00, 0.02], [-0.01, 0.03, -0.02], [-0.05, -0.02, 0.04], [-0.06, -0.05, 0.00], [0.05, -0.15, 0.08], [0.08, 0.40, -0.28], [0.04, -0.15, 0.10], [-0.44, 0.25, 0.03], [0.00, 0.00, 0.00], [0.00, 0.02, -0.01], [0.00, 0.01, -0.01], [0.00, 0.00, -0.01], [0.00, 0.00, 0.00], [0.00, 0.02, 0.00], [0.01, 0.02, 0.00], [0.00, 0.00, 0.00], [-0.01, 0.01, -0.01], [-0.01, -0.03, 0.01], [-0.01, 0.02, -0.03], [0.00, -0.02, 0.00], [-0.01, -0.01, -0.01], [0.04, 0.00, 0.02], [-0.01, 0.00, -0.02], [0.00, 0.00, 0.01], [0.00, 0.00, 0.00], [0.00, -0.05, 0.00], [0.02, -0.06, 0.02], [-0.10, 0.92, -0.18], [0.30, 0.32, -0.28], [0.03, 0.05, -0.14], [0.06, 0.09, 0.07], [-0.08, -0.07, 0.01], [0.06, -0.02, 0.01], [-0.01, -0.01, 0.02], [0.00, 0.00, -0.01], [-0.02, -0.03, 0.00], [0.03, 0.05, 0.03], [0.04, -0.06, -0.12], [0.04, 0.08, -0.05], [0.04, 0.04, -0.05], [-0.01, -0.03, -0.01], [0.01, -0.02, 0.04], [0.00, 0.06, -0.01], [-0.02, 0.01, 0.00], [0.00, 0.00, 0.00], [0.01, 0.00, 0.01], [0.00, 0.00, 0.00], [-0.01, 0.01, -0.04], [-0.01, 0.00, -0.01], [0.03, 0.02, 0.01], [0.00, 0.01, 0.00], [0.00, 0.00, 0.00], [0.01, -0.01, 0.00], [0.18, 0.17, 0.24], [0.26, 0.14, 0.51], [0.04, 0.26, 0.60], [0.01, -0.09, 0.05], [0.00, -0.01, -0.01], [0.02, 0.01, 0.01], [-0.01, 0.00, -0.01], [-0.02, 0.00, 0.02], [0.03, 0.05, -0.02], [0.00, 0.00, 0.00], [0.00, 0.00, 0.00], [0.00, 0.00, 0.00], [0.00, 0.00, -0.01], [-0.01, -0.02, -0.01]], "orbital_gap_ha": [0.1960, 0.2274], "spin_multiplicity": 6, "lumo_energy_ev": [2.19, 2.11], "mol_weight_g_mol": 773.52, "s2": 8.92, "homo_ev": [-3.15, -4.08], "fmax_ev_per_a": 2.3, "charge": -1}

Entry 2:
{"formula": "OS2", "method": "ωB97M-V/def2-TZVPD", "elements": ["O", "S", "S"], "xyz": [[-1.715232, -0.491121, 0.001678], [2.445962, -0.149867, -0.002509], [-0.730731, 0.640988, 0.000830]], "forces_ev_per_angstrom": [[1.66, 1.79, 0.03], [-1.48, 0.33, 0.01], [-0.19, -2.11, -0.04]], "orbital_gap_ha": [0.1624, 0.2315], "spin_multiplicity": 1, "de_lowest_ev": 4.781, "lumo_energy_ev": [-3.84, -3.21], "mol_weight_g_mol": 80.13, "homo_ev": [-8.26, -9.51], "fmax_ev_per_a": 2.4, "charge": 0}

Entry 3:
{"formula": "Cl2H2NOP", "method": "ωB97M-V/def2-TZVPD", "elements": ["N", "O", "P", "Cl", "Cl", "H", "H"], "xyz": [[1.948624, 1.530659, 0.869685], [0.539449, 0.436704, -1.109491], [1.408004, 0.323867, 0.011410], [1.946260, -1.612809, 0.514942], [-1.620870, -1.726307, -1.517882], [2.591876, 1.334515, 1.628726], [-0.805984, -0.844031, -2.001095]], "forces_ev_per_angstrom": [[-0.82, -2.01, -1.42], [-1.30, -0.08, -1.98], [2.71, 1.15, 3.79], [-0.39, 1.35, -0.39], [0.08, 0.07, -0.20], [-0.05, -0.26, -0.03], [-0.22, -0.21, 0.24]], "orbital_gap_ha": 0.3836, "spin_multiplicity": 1, "de_lowest_ev": 1.290, "lumo_energy_ev": -0.83, "mol_weight_g_mol": 133.90, "homo_ev": -11.27, "fmax_ev_per_a": 4.8, "charge": 0}

Entry 4:
{"formula": "C5H13N2", "method": "ωB97M-V/def2-TZVPD", "elements": ["C", "C", "C", "N", "C", "C", "N", "H", "H", "H", "H", "H", "H", "H", "H", "H", "H", "H", "H", "H"], "xyz": [[2.069706, -0.671379, 0.850107], [0.664784, -0.074956, 0.810371], [0.128476, 0.276077, -0.582459], [-3.363083, 1.791408, -0.583573], [-2.296334, 0.949061, -0.771472], [-1.029578, 1.251157, -0.476323], [2.017380, -2.092905, 0.277083], [2.434331, -0.735233, 1.869886], [2.645789, -0.098153, 0.155437], [-0.044331, -0.722706, 1.332820], [0.622865, 0.808486, 1.443466], [-0.226682, -0.629591, -1.072931], [0.883628, 0.758830, -1.209031], [-3.114105, 2.684011, -0.196104], [-4.190203, 1.633720, -1.138788], [-2.524397, -0.080099, -1.033901], [-0.699517, 2.254622, -0.222155], [2.484917, -2.191411, -0.620613], [2.487564, -2.711027, 0.942874], [1.048787, -2.399910, 0.225309]], "forces_ev_per_angstrom": [[-1.53, 0.12, -0.33], [-0.16, 0.02, 0.30], [-0.76, 0.29, 0.27], [0.37, -0.75, -0.11], [0.20, -0.03, 0.64], [0.73, -0.30, -0.31], [0.38, -0.02, 0.98], [0.39, 0.04, -0.19], [0.95, 0.28, 0.06], [-0.06, -0.29, -0.10], [0.44, 0.26, -0.04], [0.08, -0.13, -0.30], [0.28, -0.27, 0.07], [-0.59, 0.27, -0.32], [0.12, 0.48, 0.27], [-0.19, 0.11, -0.29], [-0.37, 0.10, 0.10], [-0.14, 0.03, -0.16], [0.00, -0.14, -0.26], [-0.13, -0.08, -0.29]], "orbital_gap_ha": 0.2678, "spin_multiplicity": 1, "de_lowest_ev": 1.919, "smiles": "N/C=C/CCC[NH3+]", "lumo_energy_ev": -3.63, "mol_weight_g_mol": 101.17, "homo_ev": -10.92, "fmax_ev_per_a": 1.6, "charge": 1}